(1)
Density functional theory data (the ωB97M-V functional and the def2-TZVPD basis) for the molecule C3H5N3.

```
11
Properties=species:S:1:pos:R:3:forces:R:3
H -0.279650 -1.650356 -0.501847 0.020 0.163 -0.044
C -0.142747 -0.574655 -0.700230 0.111 -0.035 -0.031
H 2.387295 0.128559 0.213424 -0.041 -0.113 0.221
N -1.413870 0.111554 -0.854912 -0.143 -0.082 -0.100
C 0.328436 0.146649 0.528847 0.326 0.023 -0.103
N -1.800272 0.596751 0.368305 0.264 -0.004 0.244
H -2.178489 -0.309558 -1.362073 0.055 0.016 0.126
N -0.846941 0.644386 1.178586 -0.158 -0.024 -0.229
C 1.579844 0.413968 0.880002 -0.111 -0.009 0.005
H 0.535390 -0.445377 -1.544275 -0.180 0.034 0.016
H 1.831002 0.938079 1.794173 -0.144 0.032 -0.106
```
Forces are in eV/Å.

Values from the calculation:
SMILES = C=C1CNN=N1
orbital gap = 9.631 eV
HOMO energy = -9.0 eV
E_tot = -281.50584 hartree
energy relative to the best compared isomer or geometry (same formula, charge and spin) = 52.8 kcal per mole

(2)
Density functional theory data (the ωB97M-V functional and the def2-TZVPD basis) for a structure of composition C36H48BBrN10OSTi at a distorted geometry.

```
99
Properties=species:S:1:pos:R:3:forces:R:3
H -6.999806 -21.474137 -0.249528 0.119 0.282 -0.511
C -12.309683 -20.614518 -2.172421 -0.506 0.793 0.142
C -5.147785 -17.387218 8.265393 -1.347 -1.970 -2.281
C -10.123187 -22.032370 2.387803 0.264 -0.124 0.399
C -10.985421 -20.315482 -1.512235 -0.101 0.207 0.336
H -9.589186 -19.657225 -3.245542 -0.574 -0.561 0.812
C -9.813418 -15.811328 4.175611 -2.240 0.992 -0.049
H -9.107065 -16.002658 4.936546 0.906 -0.426 0.645
N -9.118036 -17.851398 3.050240 -0.163 -0.053 -0.756
H -12.490266 -21.683528 -2.142363 -0.199 -0.190 0.033
H -13.187418 -20.088148 -1.654792 1.333 -0.698 -0.827
C -5.487672 -23.949157 7.432049 -1.693 -2.448 0.601
H -6.396527 -22.057522 4.716883 0.648 2.042 -1.014
H -4.833424 -24.603326 6.879794 0.416 -0.009 -0.523
N -9.201199 -20.635228 3.882702 -1.215 -1.669 -1.606
H -4.272704 -20.791234 3.784830 0.487 -0.352 0.088
H -6.879543 -13.643613 8.714984 -0.093 0.260 0.623
H -8.100235 -23.731581 12.190339 -0.638 0.389 0.177
C -6.517134 -20.839933 0.470190 0.475 -0.735 1.071
C -9.902423 -21.723567 6.018272 -0.953 0.465 -0.951
C -5.778326 -16.631463 6.169699 -0.769 0.515 -0.199
H -8.735853 -23.888597 10.556142 -1.756 -0.750 -1.062
S -6.171093 -16.768384 4.511863 -0.027 -0.371 0.582
N -9.484193 -20.892864 2.493493 1.993 2.278 0.577
N -5.922347 -15.346468 6.695625 1.114 -0.439 2.370
H -12.242365 -20.327722 -3.253507 -0.255 -0.096 1.012
C -4.428466 -21.968572 6.524440 0.323 0.624 1.878
C -5.800368 -22.693619 6.683880 1.008 1.587 0.746
C -8.900733 -19.666092 -1.176305 0.357 -0.755 0.308
N -9.264401 -18.431238 1.814145 0.242 0.615 -0.314
H -6.413260 -14.640128 6.152691 0.496 -0.269 -0.170
N -7.265884 -20.105948 1.298334 -3.065 0.549 -0.397
H -5.180260 -13.492656 9.429514 -0.848 -0.068 -0.273
H -3.994104 -18.179081 9.775048 -0.411 -1.311 -0.298
Br -8.735730 -17.946264 7.372517 0.220 -0.780 -0.260
H -3.816250 -22.547127 5.848956 0.139 0.043 -0.452
C -10.338282 -22.612940 3.597402 0.980 1.642 0.738
H -10.015532 -21.832786 12.283348 0.261 0.217 -0.514
N -10.795443 -20.353073 -0.178527 0.118 -0.309 -1.114
C -8.063234 -19.635809 7.948509 -0.181 -0.046 0.802
H -10.202455 -20.760352 6.382703 -0.040 0.665 0.241
N -9.493628 -20.018003 0.011420 0.865 -0.160 -0.752
H -9.673486 -14.823145 3.780121 0.288 0.779 0.140
H -4.385922 -21.486642 0.797804 0.039 0.126 -0.422
C -8.297264 -20.031318 9.231159 0.822 0.822 0.928
H -10.196721 -21.463098 10.493922 -0.243 -0.037 0.596
H -10.443044 -22.519854 1.526444 -0.202 0.049 -1.840
H -10.771504 -23.573107 3.561708 -0.574 -0.779 1.162
H -10.940661 -15.676103 1.366933 -0.455 0.615 -0.339
C -5.244309 -16.098479 8.796113 1.185 -0.646 2.179
Ti -7.672456 -19.012965 4.244726 0.076 0.492 0.108
C -7.182565 -21.120358 12.024049 1.245 0.938 1.820
H -6.118581 -21.460179 12.026228 -0.745 -0.038 -0.666
H -3.359533 -19.540107 2.802250 -0.998 -0.847 0.137
H -10.839720 -15.771810 4.632507 0.816 -0.260 -0.331
H -9.020867 -22.008125 6.482565 1.905 -0.447 0.862
C -9.772330 -16.691885 3.011189 -0.203 -0.942 -1.557
C -10.363871 -16.498980 1.683612 1.307 0.510 3.647
H -6.992681 -23.181401 9.328850 0.443 1.847 -1.356
C -5.237852 -20.877171 1.038105 -0.795 -0.722 -1.237
C -8.072622 -23.374540 11.162761 1.927 2.200 1.166
H -10.294183 -17.818631 -0.024312 0.711 0.004 1.279
C -9.801793 -19.935685 -2.194917 0.769 1.296 0.249
H -7.856258 -19.295863 -1.178912 -0.996 -0.338 -0.165
N -5.433665 -17.682786 6.967269 0.740 1.634 1.280
H -5.020730 -23.856561 8.414013 -0.063 0.512 -0.068
C -7.236693 -20.475634 7.104333 1.511 -0.313 -0.581
N -6.595005 -19.651304 2.348631 1.113 -0.239 0.001
C -6.703290 -21.772052 7.591811 -0.803 -0.656 0.776
C -8.146583 -21.764503 11.048386 -0.861 -1.462 1.941
C -4.365314 -19.913325 3.159671 3.092 0.482 1.099
H -10.629003 -22.414414 6.399223 -0.604 -0.493 -0.334
H -4.606786 -20.943034 6.188309 0.375 -0.210 -0.229
C -5.550036 -15.033689 8.042478 -1.515 -0.138 -3.280
H -7.461805 -21.301530 13.091929 -0.209 0.284 -0.802
O -6.838474 -20.100683 5.981319 -0.798 0.256 -0.495
H -4.722324 -19.513780 8.571363 0.446 0.768 0.522
H -6.405245 -24.611509 7.587771 0.867 0.890 -0.141
C -9.970691 -17.582489 1.021543 -0.600 -1.826 -2.343
C -9.599132 -21.306514 11.406373 0.552 0.994 -0.266
C -9.780557 -21.683565 4.526285 -0.383 -0.461 -0.566
C -5.345058 -20.122280 2.164248 -1.338 0.569 -0.025
H -5.037879 -16.061614 9.884566 -0.087 0.611 -0.844
H -5.745503 -23.619612 4.677605 1.104 -1.192 -0.458
H -3.820849 -21.921922 7.500434 -1.056 -0.044 -1.178
H -5.716576 -18.736106 9.844299 0.529 0.164 -0.258
H -9.581814 -20.187599 11.616100 -0.258 -1.423 -0.052
C -7.105777 -22.139706 8.892550 0.811 -0.689 -1.260
H -8.709709 -19.407436 10.028795 -0.372 0.200 -0.921
B -8.832808 -19.850873 1.371252 -1.067 -0.891 0.538
C -4.845647 -18.585118 9.169086 -0.218 1.404 -0.116
H -7.306161 -23.191368 5.239802 -1.471 -1.236 0.245
C -7.764643 -21.232398 9.730724 -0.660 -1.890 -1.841
H -7.135801 -20.002689 11.851858 -0.178 -1.075 0.330
H -5.626879 -12.796090 7.895677 0.334 -0.273 -0.732
C -6.285327 -22.936497 5.255565 -1.242 0.358 1.673
C -5.807770 -13.653937 8.528366 0.426 -0.093 0.926
H -7.098196 -23.734555 10.861180 0.411 0.036 0.088
H -4.676910 -19.146531 3.801431 -0.545 1.246 1.156
```
Forces are in eV/Å.

Values from the calculation:
charge = +1
orbital gap (alpha / beta) = 5.934 / 5.501 eV
HOMO energy (alpha / beta) = -9.0 / -10.5 eV
<S²> = 3.7854
E_tot = -5869.80057 hartree
2S+1 = 4
energy relative to the best compared isomer or geometry (same formula, charge and spin) = 17.5 kcal per mole

Among the records above, which one has the highest E_tot?
C3H5N3

Among the records above, which one has the highest E_tot?
C3H5N3

Look up the E_tot of the second one.
-5869.80057 hartree